1.
C14H46O9 | ωB97M-V with the def2-TZVPD basis set

The geometry in ORCA input format:
```
! wB97M-V def2-TZVPD RIJCOSX def2/J DEFGRID3
* xyz 0 1
C -2.32167 -3.85561 -0.51356
C -3.37425 -3.16108 0.40859
O -3.44815 -3.92603 1.59195
H -1.40722 -3.92241 0.05179
H -2.13657 -3.29225 -1.42610
H -2.70141 -4.85631 -0.76770
H -4.34657 -3.02378 -0.03683
H -2.96006 -2.18710 0.66049
H -4.03545 -3.55304 2.23501
C 4.87582 -2.03375 -0.12637
C 4.12335 -0.96556 -0.77055
O 3.50929 -0.29228 0.29083
H 5.66340 -1.57086 0.50370
H 5.17714 -2.85665 -0.75257
H 4.20530 -2.43500 0.62965
H 3.32241 -1.43073 -1.37081
H 4.68440 -0.22668 -1.39476
H 3.06859 0.47281 -0.09148
C -0.07003 1.94611 2.75045
C 0.68762 3.23401 2.84210
O 0.62292 3.88164 1.51391
H -1.10588 2.07701 2.49475
H -0.08867 1.36338 3.69941
H 0.41811 1.19657 2.12375
H 1.74772 3.05295 3.11590
H 0.31096 3.93244 3.59356
H 0.82549 4.82903 1.61973
C -2.43348 3.11730 -2.38852
C -0.95862 3.29367 -2.40719
O -0.43605 4.21780 -3.42293
H -2.79081 2.88624 -3.38611
H -2.87566 4.05500 -2.07062
H -2.67778 2.31737 -1.72508
H -0.41767 2.35456 -2.49744
H -0.65972 3.74656 -1.45870
H 0.24787 4.71389 -2.97387
C -0.87397 -1.58509 2.55260
C 0.65756 -1.63752 2.49367
O 1.05316 -1.60335 1.09824
H -1.27547 -2.39193 1.95789
H -1.26997 -0.62213 2.25894
H -1.14993 -1.66425 3.65406
H 1.02421 -2.50800 3.00062
H 1.04675 -0.70091 2.98189
H 1.97798 -1.26693 1.05795
C -3.95522 0.42683 0.32193
O -4.67251 -0.17481 1.41281
H -2.88267 0.52490 0.49729
H -4.01608 -0.19451 -0.55184
H -4.41112 1.35330 -0.03246
H -4.40604 0.31583 2.20088
C -0.64720 -0.44521 -1.15971
O -0.60041 0.80491 -0.41662
H 0.27850 -0.93092 -0.94969
H -1.46120 -1.06296 -0.79842
H -0.79848 -0.20636 -2.22043
H 0.25355 1.26541 -0.58614
C 2.56398 3.47096 -1.25698
O 2.08861 2.32276 -0.50201
H 2.15981 4.39621 -0.80613
H 3.61488 3.45617 -1.18535
H 2.18552 3.40425 -2.28400
H 1.66070 2.62019 0.28138
C 1.24910 -3.24076 -2.37047
O 2.65812 -3.66064 -2.41904
H 0.98985 -2.97440 -1.32586
H 1.32612 -2.34909 -2.99159
H 0.48852 -3.94418 -2.71392
H 2.89866 -4.29697 -1.74386
*
```

Properties
Energy above the lowest of the compared OMol25 structures with the same formula, charge and spin   2.8469 eV
SMILES   CCO.CCO.CCO.CCO.CCO.CO.CO.CO.CO

***

2.
C14H47BN13O10P2 | ωB97M-V with the def2-TZVPD basis set

The geometry in ORCA input format:
```
! wB97M-V def2-TZVPD RIJCOSX def2/J DEFGRID3
* xyz -1 1
C -2.30701 -0.91014 1.25620
C -1.15330 -0.84877 2.26277
O 0.10387 -0.75511 1.53789
C -1.27097 0.28328 3.31857
O -0.12180 1.06745 3.47189
B -0.26288 2.47023 3.86933
C 1.25535 3.10750 3.81758
C 1.51509 4.42064 4.55782
C 2.75370 5.18186 4.05952
C 2.51390 5.79881 2.69292
O 3.47628 6.85989 2.48436
P -1.02558 2.66142 5.68142
N -2.30917 1.79247 6.11460
P -1.30160 3.60667 2.59174
C -3.09715 3.51629 3.02193
O -1.35363 2.58121 1.24872
H -2.75937 -1.90075 1.21708
H -1.88543 -0.73783 0.26864
H -3.07042 -0.15093 1.41805
H -1.11793 -1.79730 2.80560
H 0.41912 -1.64752 1.41358
H -2.15179 0.89586 3.11353
H -1.47222 -0.21336 4.27672
H 1.48323 3.25534 2.75361
H 1.93736 2.33058 4.17989
H 1.67163 4.19695 5.61767
H 0.64572 5.08171 4.48127
H 3.57758 4.46163 3.98699
H 3.06622 5.95904 4.76161
H 2.63409 5.06353 1.89627
H 1.49616 6.19819 2.63311
H 3.25039 7.27599 1.65884
H -1.24993 4.05011 5.87635
H 0.05304 2.45291 6.58868
H -3.06013 2.38617 6.44177
H -3.27061 2.98037 3.95565
H -3.49673 4.53011 3.08754
H -3.65147 2.99537 2.23681
H -0.43435 2.48732 0.99016
C -1.03082 -4.67172 0.42620
O -2.14282 -4.24242 0.18873
N -0.81857 -5.44489 1.56267
N 0.08157 -4.43252 -0.31416
H 0.08032 -5.78663 1.84749
H -1.61720 -5.60186 2.14781
H 0.00204 -3.82905 -1.12134
H 0.97895 -4.79970 -0.06393
C 2.99372 5.39327 -1.20253
O 2.70774 4.52550 -0.40572
N 2.08225 5.89960 -2.09678
N 4.24497 5.95492 -1.25742
H 2.29419 6.62579 -2.75253
H 1.15215 5.52723 -2.05546
H 4.91701 5.62823 -0.58838
H 4.49819 6.68259 -1.89674
C -0.42008 -0.88704 -2.22602
O -0.36662 -2.09633 -2.00221
N -0.11926 0.02112 -1.26483
N -0.76607 -0.41953 -3.45164
H -0.18631 1.00864 -1.41847
H 0.08596 -0.31925 -0.33424
H -1.04659 -1.08668 -4.15159
H -0.81286 0.55494 -3.67718
C 2.06639 -2.55047 -5.33301
O 1.15582 -3.21232 -5.80704
N 2.01168 -1.94997 -4.11589
N 3.23192 -2.33601 -6.03820
H 2.74489 -1.35900 -3.77488
H 1.19227 -2.09406 -3.54098
H 3.30662 -2.76359 -6.94035
H 3.99847 -1.79908 -5.68212
C -2.51132 -1.38247 -6.84180
O -2.41608 -1.05264 -5.67342
N -1.55951 -2.15114 -7.45128
N -3.58349 -1.02360 -7.61539
H -1.62534 -2.45509 -8.40292
H -0.79758 -2.48144 -6.87968
H -4.29828 -0.47442 -7.17747
H -3.68793 -1.29636 -8.57290
C -0.40438 -9.05457 -0.46024
O 0.41926 -8.37993 -1.04678
N -1.05332 -8.62245 0.66264
N -0.73877 -10.32144 -0.87865
H -1.71106 -9.18563 1.16569
H -0.85858 -7.68871 0.98608
H -0.28382 -10.66388 -1.70257
H -1.41896 -10.89313 -0.41731
*
```

***

3.
C14H47NO11 | ωB97M-V with the def2-TZVPD basis set

The geometry in ORCA input format:
```
! wB97M-V def2-TZVPD RIJCOSX def2/J DEFGRID3
* xyz 0 1
C 3.03663 -4.16778 5.71580
O 1.92560 -3.45535 5.24798
C 2.25247 -2.16978 4.72436
C 0.94199 -1.57436 4.23524
C 0.47423 -2.25066 2.97596
N 1.15551 -0.13327 3.97659
H 2.82017 -5.23579 5.75284
H 3.26895 -3.83953 6.73666
H 3.94061 -4.06597 5.10643
H 2.65228 -1.62587 5.58892
H 2.98326 -2.22439 3.91403
H 0.16751 -1.61962 5.00884
H 1.21493 -2.07552 2.19463
H -0.44322 -1.79172 2.59497
H 0.29729 -3.31662 3.09698
H 1.46815 0.32172 4.83201
H 0.20601 0.22604 3.86994
O 1.73515 0.36226 1.27263
C 3.01617 -0.18311 1.01047
C 4.12902 0.73867 1.54031
O 4.01466 0.76479 2.95486
H 1.46640 0.10915 2.20103
H 3.13671 -1.16628 1.47674
H 3.12450 -0.28190 -0.07392
H 4.04643 1.71664 1.05566
H 5.14930 0.39079 1.37518
H 3.11244 0.96767 3.21360
O -3.98674 4.19751 -0.20974
C -2.91227 3.36285 0.10610
C -3.16174 1.85588 0.07495
O -3.39328 1.41505 -1.26014
H -4.79344 3.96868 0.26016
H -2.05698 3.57865 -0.53261
H -2.48956 3.56117 1.10166
H -3.97486 1.58093 0.75651
H -2.28854 1.34399 0.48063
H -4.08481 1.91824 -1.69887
C 0.90491 3.18181 0.58485
O 0.32351 4.40381 0.15038
H 1.52046 3.26943 1.47712
H 0.12823 2.41649 0.68319
H 1.56681 2.82537 -0.21199
H 0.15188 4.24644 -0.79325
C -4.31554 -1.71573 -2.35268
O -3.33251 -2.74795 -2.27332
H -4.72051 -1.78798 -3.36499
H -5.07071 -1.85130 -1.58138
H -3.87548 -0.73038 -2.18757
H -2.68147 -2.57939 -2.97462
C -1.81493 -0.83160 -5.17208
O -1.98929 -2.11865 -4.60044
H -2.28917 -0.72629 -6.14936
H -2.20404 -0.07230 -4.49348
H -0.76923 -0.51850 -5.26648
H -1.59490 -2.72767 -5.23319
C -0.64545 -0.88241 -0.91679
O -0.97058 0.05806 -1.95181
H 0.05807 -1.64675 -1.23887
H -0.27926 -0.36061 -0.03036
H -1.54294 -1.43173 -0.61334
H -1.75768 0.51671 -1.62539
C 1.75488 -1.76351 -3.59776
O 1.55190 -0.42344 -3.17309
H 1.83775 -2.40989 -2.72050
H 0.97183 -2.14683 -4.25922
H 2.66987 -1.81179 -4.18702
H 0.66262 -0.38964 -2.78555
C -0.19977 3.01983 -3.44551
O -0.46736 4.02505 -2.49002
H 0.67364 2.41004 -3.22139
H -1.00290 2.28400 -3.55836
H -0.05897 3.43165 -4.45028
H -1.34461 4.38247 -2.65277
*
```

Properties
SMILES   COC[C@H](C)N.OCCO.OCCO.CO.CO.CO.CO.CO.CO

***

| no. | E (Eh) | frontier orbital gap (eV) | lowest unoccupied orbital energy (eV) |
| --- | --- | --- | --- |
| 1 | -1238.00871 | 10.176 | 0.3 |
| 2 | -2733.72640 | 5.368 | 2.1 |
| 3 | -1443.83636 | 9.772 | 0.4 |